[1]
This record from OMol25 describes a cluster of 3 separate species, C20H44BFN2O4P in total at a distorted geometry. The level of theory is ωB97M-V/def2-TZVPD.

## Properties
* M: 437.37 Da
* HOMO level (spin up / spin down): -0.36199 / -0.39658 hartree
* spin multiplicity: 3
* total charge: +1
* DFT total energy: -1664.6950 a.u.
* lowest unoccupied orbital energy (spin up / spin down): -0.185 / -0.185 Ha

Positions of all 73 atoms, in Å:
C 2.988300 2.299163 6.088108
C 2.309905 3.223844 7.073449
O 1.220492 3.938555 6.453974
B 0.003961 3.405102 6.396372
O -1.047608 4.128482 5.962205
P -0.410641 1.538647 6.825676
F -1.528080 1.419214 7.839256
H 2.276365 1.581755 5.678942
H 3.804089 1.790018 6.582361
H 3.384249 2.899278 5.281516
H 2.015818 2.732037 7.997939
H 3.035983 3.971782 7.361579
H -0.751192 4.551403 5.140946
H 0.663990 0.750632 7.234960
H -0.906934 0.932393 5.669498
C -1.269322 1.556124 -1.235303
C -0.635777 1.655592 0.166142
C -0.534405 0.262565 0.787239
C -1.890622 -0.307814 1.197223
C -2.629427 0.665456 2.111847
C -2.730205 2.090112 1.569586
N -1.412191 2.578421 1.054039
O -0.663383 2.966291 2.031105
C -3.803805 2.164763 0.466613
C -3.248158 2.997160 2.680114
C 0.763626 2.214404 -0.065951
H -0.564037 1.107413 -1.933087
H -2.155147 0.927750 -1.276469
H -1.527241 2.542543 -1.621223
H 0.113461 0.301597 1.671054
H -0.051791 -0.417779 0.083807
H -2.497563 -0.533661 0.317619
H -1.745104 -1.258748 1.713978
H -3.633279 0.284868 2.308330
H -2.113306 0.690839 3.081696
H -3.794886 3.144323 -0.011287
H -4.792611 2.018410 0.899851
H -3.697434 1.406516 -0.303729
H -2.623105 2.949578 3.572878
H -4.249040 2.684719 2.972385
H -3.303146 4.036475 2.354892
H 0.717599 3.223305 -0.477132
H 1.291484 1.582955 -0.778545
H 1.357653 2.243959 0.846178
C 1.613373 -4.423893 -5.657270
C 1.314902 -2.918465 -5.508842
C 2.579598 -2.183150 -5.068680
C 2.964846 -2.480210 -3.619446
C 1.796971 -2.189097 -2.676819
C 0.485524 -2.861378 -3.088488
N 0.202329 -2.675909 -4.541049
O -0.324993 -1.510210 -4.745274
C 0.522741 -4.360500 -2.731056
C -0.653538 -2.276364 -2.265123
C 0.895908 -2.448347 -6.896875
H 2.222483 -4.591324 -6.544413
H 2.176427 -4.847172 -4.829140
H 0.691867 -4.994702 -5.775493
H 2.432723 -1.104250 -5.181252
H 3.400917 -2.453615 -5.734528
H 3.291725 -3.517424 -3.511061
H 3.820053 -1.863521 -3.336816
H 2.053457 -2.501902 -1.661800
H 1.647069 -1.103984 -2.638701
H -0.350120 -4.872995 -3.136426
H 0.505587 -4.485848 -1.648189
H 1.414565 -4.874442 -3.079274
H -0.709756 -1.192568 -2.350046
H -0.508460 -2.507351 -1.208828
H -1.615844 -2.693071 -2.566085
H -0.027813 -2.935856 -7.211026
H 1.673523 -2.701350 -7.615700
H 0.746403 -1.371544 -6.942928

Force components x, y, z for each atom (eV/Å):
-0.48 0.34 0.26
0.94 0.20 -0.29
0.17 -1.00 0.49
0.08 1.57 0.01
-0.01 -1.10 -0.54
0.72 0.00 -1.08
-0.86 -0.17 1.03
0.08 -0.26 -0.16
0.16 -0.27 0.03
0.09 -0.02 -0.35
-0.40 -0.10 0.05
-0.03 0.32 0.16
-0.44 0.68 0.01
-0.11 -0.13 0.20
0.07 -0.06 -0.04
-0.25 -0.03 0.00
0.12 -0.15 -1.63
-0.25 -0.24 0.44
0.05 0.13 -0.05
0.40 -0.43 0.09
-1.50 0.26 -0.60
0.74 -1.26 1.54
-0.04 0.63 0.06
0.07 -0.13 -0.22
0.41 0.26 0.29
0.20 0.25 0.37
0.14 0.04 0.08
0.02 0.05 0.02
-0.02 0.02 0.05
-0.01 0.14 -0.01
0.06 0.14 -0.13
0.02 0.03 -0.03
-0.04 -0.01 -0.01
-0.08 0.15 0.02
0.05 0.09 -0.04
0.04 0.00 -0.02
0.04 0.02 0.13
0.03 0.05 0.03
0.07 0.06 -0.07
-0.04 -0.09 -0.12
0.04 0.00 -0.02
-0.02 0.01 0.01
-0.10 -0.07 -0.06
-0.09 0.05 0.03
-0.01 -0.10 0.21
0.38 -1.16 -0.77
0.12 0.25 0.41
-0.10 -0.02 -0.02
0.35 0.31 -0.27
-0.16 -1.23 0.90
0.67 1.89 0.22
-0.37 -0.44 -0.14
0.14 -0.11 -0.12
-0.32 0.38 -0.04
-0.25 0.37 -0.04
-0.03 0.12 -0.07
-0.06 0.03 0.00
-0.02 0.02 0.02
-0.13 -0.02 -0.01
-0.05 -0.07 -0.08
-0.03 -0.01 -0.02
0.01 -0.02 0.01
-0.10 -0.05 0.03
-0.10 -0.01 -0.08
0.00 0.01 -0.05
-0.04 0.13 0.03
-0.04 0.04 -0.03
-0.03 -0.04 -0.16
0.14 -0.16 -0.01
0.02 0.01 -0.05
-0.01 0.00 0.03
0.08 -0.09 0.05
-0.07 -0.03 0.09

---

[2]
This record from OMol25 describes the molecule F2H2O4Si at a distorted geometry. The level of theory is ωB97M-V/def2-TZVPD.

## Properties
* M: 132.09 Da
* HOMO level: -0.45149 hartree
* DFT total energy: -791.2971 a.u.
* SMILES: O[Si](O)(OF)OF
* lowest unoccupied orbital energy: -0.032 Ha

Positions of all 9 atoms, in Å:
O -1.064640 -0.088171 1.203665
Si -0.040280 -0.131779 -0.110097
O -1.072673 0.240762 -1.411557
O 0.512408 -1.711644 -0.359198
F 1.428899 -2.125861 0.662574
O 1.236701 0.834661 -0.046094
F 1.115766 2.113982 0.639502
H -1.341760 0.558463 1.800418
H -0.774420 0.309583 -2.379217

Force components x, y, z for each atom (eV/Å):
1.98 -2.03 -2.68
-5.18 -0.31 0.20
1.97 -0.58 -0.63
0.27 0.44 0.07
-0.52 0.51 -0.35
2.58 2.24 0.64
-0.42 -1.68 -0.73
-0.30 1.67 1.05
-0.39 -0.25 2.44

---

[3]
This record from OMol25 describes the molecule C5H4O2 at a distorted geometry. The level of theory is ωB97M-V/def2-TZVPD.

## Properties
* M: 96.08 Da
* HOMO level: -0.32553 hartree
* DFT total energy: -343.3348 a.u.
* SMILES: O=C=C/C=C\C=O
* lowest unoccupied orbital energy: 0.022 Ha

Positions of all 11 atoms, in Å:
O 0.780207 2.541827 0.862539
C 0.134330 1.842510 0.196703
C -0.640326 1.116396 -0.595212
C -1.026618 -0.278021 -0.354594
C -0.246508 -1.239661 0.145707
C 1.196205 -1.017502 0.444740
O 1.614461 -0.364334 1.373421
H -1.027215 1.648186 -1.457138
H -2.047317 -0.532595 -0.635413
H -0.641345 -2.242431 0.296382
H 1.904128 -1.474375 -0.277136

Force components x, y, z for each atom (eV/Å):
-0.62 -0.61 -0.62
0.47 0.52 0.44
0.09 0.06 0.07
0.06 -0.13 0.12
-0.14 0.13 0.02
0.13 0.17 0.28
-0.22 -0.22 -0.45
-0.03 0.02 0.11
0.16 0.05 0.01
0.11 0.11 -0.11
-0.02 -0.09 0.13

---

[4]
This record from OMol25 describes a structure of composition C8H11IN4O at a distorted geometry. The level of theory is ωB97M-V/def2-TZVPD.

## Properties
* M: 306.11 Da
* HOMO level: -0.30493 hartree
* DFT total energy: -903.2659 a.u.
* lowest unoccupied orbital energy: -0.003 Ha

Positions of all 25 atoms, in Å:
C 0.281521 0.908208 -1.447931
C 1.251740 2.295475 -0.311210
C -1.935954 -1.578843 -0.678936
C -0.772385 -1.596107 -0.042744
C -0.986249 -0.205563 0.478954
C 2.099778 3.424820 0.156471
C -0.996316 -0.021912 1.928720
C 0.897231 -3.304997 -0.661616
N 1.065730 1.936178 -1.569000
N 0.621026 1.578301 0.596824
N -0.000717 0.697763 -0.127941
N -2.209557 -0.172584 -0.357069
O 0.395282 -2.226179 0.148872
I -4.126028 0.219876 0.272510
H -0.158546 0.392921 -2.199149
H -2.499714 -2.341161 -1.227535
H 1.510863 4.090867 0.785079
H 2.930362 2.994376 0.742810
H 2.484560 3.998516 -0.780680
H -1.659455 0.652041 2.372769
H 0.053175 0.090208 2.124102
H -1.360645 -0.992247 2.299980
H 0.456131 -4.359658 -0.333382
H 1.960830 -3.255790 -0.499765
H 0.697346 -3.224511 -1.670145

Force components x, y, z for each atom (eV/Å):
-0.16 0.43 2.54
0.95 1.58 2.11
-0.33 -0.78 -0.28
0.96 -0.18 0.41
0.81 0.81 -1.51
0.94 0.67 -1.71
-0.02 -2.80 0.43
-1.05 -2.00 2.87
0.32 -0.08 -1.10
0.89 1.33 0.40
-1.22 -1.21 -1.56
-0.73 -1.13 -1.30
-0.21 -0.28 -0.29
0.06 0.07 0.48
-1.20 -1.64 -2.09
-0.03 0.83 0.01
0.16 0.07 0.00
-0.17 0.54 -0.29
-0.50 -0.95 1.84
-0.56 1.78 0.22
0.18 0.25 1.09
0.34 0.13 0.28
0.95 2.22 -0.36
0.28 -0.32 0.08
-0.65 0.67 -2.23